Formula: C31H82I2N3O12S11
Source: the OMol25 dataset
Level of theory: ωB97M-V/def2-TZVPD

Each line ends with the Mulliken charge.
Element x y z (Å)
C  4.731  2.609  -2.714  -1.12
C  3.938  2.038  -3.901  -0.76
C  2.665  1.286  -3.493  -0.37
I  2.606  -0.726  -4.237  0.15
C  1.435  2.033  -3.950  -0.27
C  0.051  1.439  -3.722  -1.31
C  -0.216  1.390  -2.234  0.72
C  -1.413  0.596  -1.737  -0.84
C  -1.128  0.137  -0.332  0.22
O  -1.553  0.676  0.677  -0.49
I  0.371  -1.408  -0.206  0.10
N  -0.330  2.832  -1.828  0.53
C  0.785  3.562  -2.090  0.20
N  1.183  4.532  -1.267  -0.04
N  1.435  3.351  -3.250  -0.01
H  5.700  2.180  -2.685  0.33
H  4.822  3.681  -2.807  0.32
H  4.254  2.368  -1.774  0.36
H  3.670  2.828  -4.591  0.46
H  4.571  1.372  -4.458  0.46
H  2.665  1.165  -2.422  0.34
H  1.547  2.227  -5.007  0.27
H  -0.113  0.505  -4.227  0.56
H  -0.641  2.160  -4.139  0.33
H  0.659  1.008  -1.728  0.11
H  -1.568  -0.258  -2.378  0.40
H  -2.305  1.199  -1.696  0.36
H  -0.594  2.948  -0.861  -0.46
H  0.651  4.771  -0.454  -0.14
H  1.939  5.145  -1.495  0.26
H  2.353  3.770  -3.232  0.27
C  8.763  3.731  -3.782  -0.89
S  9.281  2.561  -2.533  0.46
O  8.042  1.890  -2.047  -0.61
C  9.730  3.769  -1.284  -0.93
H  8.397  3.179  -4.640  0.29
H  7.971  4.361  -3.373  0.29
H  9.615  4.334  -4.089  0.42
H  8.864  4.392  -1.059  0.28
H  10.556  4.374  -1.656  0.35
H  10.042  3.227  -0.395  0.33
C  7.397  5.217  -9.067  -0.89
S  8.663  4.239  -8.266  0.37
O  8.220  4.025  -6.853  -0.54
C  9.889  5.533  -8.246  -0.60
H  6.507  4.598  -9.149  0.33
H  7.190  6.098  -8.460  0.29
H  7.756  5.505  -10.055  0.34
H  9.501  6.392  -7.698  0.30
H  10.091  5.795  -9.287  0.09
H  10.778  5.146  -7.752  0.33
C  -1.401  -7.165  -0.276  -0.91
S  -0.785  -6.129  -1.595  0.51
O  -0.030  -6.996  -2.533  -0.63
C  0.449  -5.268  -0.609  -0.83
H  -2.167  -7.811  -0.695  0.33
H  -0.580  -7.762  0.122  0.37
H  -1.858  -6.552  0.499  0.30
H  1.146  -5.985  -0.177  0.35
H  -0.052  -4.697  0.173  0.25
H  0.981  -4.595  -1.280  0.26
C  -4.818  -7.751  3.515  -0.88
S  -5.437  -7.574  1.840  0.38
O  -4.241  -7.430  0.958  -0.53
C  -6.127  -5.945  2.077  -0.76
H  -4.304  -8.707  3.574  0.34
H  -4.125  -6.939  3.729  0.28
H  -5.655  -7.735  4.212  0.33
H  -5.339  -5.268  2.411  0.32
H  -6.934  -6.004  2.807  0.24
H  -6.536  -5.611  1.127  0.31
C  -9.550  -6.196  5.614  -1.00
S  -10.285  -5.837  4.022  0.38
O  -9.146  -5.616  3.089  -0.56
C  -10.914  -4.212  4.445  -0.96
H  -9.051  -7.158  5.541  0.37
H  -8.820  -5.429  5.861  0.27
H  -10.337  -6.242  6.368  0.48
H  -10.089  -3.582  4.777  0.29
H  -11.666  -4.311  5.227  0.37
H  -11.367  -3.794  3.550  0.33
C  -1.394  5.952  2.817  -1.16
S  -0.989  5.110  1.295  0.56
O  -1.682  5.856  0.192  -0.56
C  -1.972  3.639  1.554  -0.27
H  -0.887  6.913  2.800  0.38
H  -2.473  6.094  2.874  0.39
H  -1.027  5.360  3.653  0.32
H  -3.029  3.885  1.658  0.50
H  -1.612  3.093  2.423  0.15
H  -1.823  3.031  0.670  -0.26
C  -3.760  7.241  -2.135  -0.78
S  -2.306  7.371  -3.168  0.52
O  -2.761  7.855  -4.495  -0.65
C  -2.080  5.596  -3.344  -0.59
H  -4.102  8.256  -1.948  0.34
H  -4.528  6.685  -2.674  0.31
H  -3.491  6.759  -1.204  0.21
H  -2.991  5.153  -3.749  0.43
H  -1.853  5.195  -2.357  -0.01
H  -1.252  5.444  -4.034  0.27
C  0.690  1.994  4.279  -0.78
S  1.985  3.215  4.036  0.40
O  1.621  3.991  2.815  -0.53
C  3.249  2.047  3.538  -0.90
H  -0.215  2.528  4.562  0.27
H  0.529  1.442  3.352  0.16
H  0.977  1.320  5.084  0.42
H  2.905  1.493  2.665  0.23
H  3.463  1.372  4.366  0.39
H  4.140  2.619  3.292  0.33
C  12.172  6.707  -12.087  -0.96
S  10.472  7.224  -12.324  0.40
O  9.660  6.443  -11.345  -0.55
C  10.241  6.424  -13.910  -0.95
H  12.490  7.070  -11.113  0.31
H  12.227  5.619  -12.119  0.31
H  12.792  7.151  -12.865  0.40
H  10.436  5.358  -13.809  0.30
H  10.913  6.876  -14.639  0.38
H  9.210  6.589  -14.211  0.32
C  -7.930  -7.096  9.525  -0.88
S  -7.328  -5.896  8.344  0.47
O  -6.672  -6.656  7.242  -0.57
C  -6.019  -5.253  9.387  -1.00
H  -8.739  -7.647  9.049  0.36
H  -7.129  -7.773  9.802  0.26
H  -8.303  -6.583  10.409  0.37
H  -5.355  -6.068  9.668  0.30
H  -6.460  -4.794  10.271  0.37
H  -5.478  -4.506  8.811  0.33
C  -8.585  -10.386  13.450  -0.94
S  -6.973  -9.707  13.056  0.43
O  -7.216  -8.546  12.155  -0.55
C  -6.446  -11.060  12.003  -0.94
H  -9.102  -9.656  14.068  0.31
H  -9.140  -10.556  12.528  0.30
H  -8.458  -11.314  14.004  0.38
H  -7.157  -11.181  11.187  0.30
H  -6.377  -11.971  12.597  0.39
H  -5.466  -10.803  11.610  0.31

Largest force on an atom, eV Å⁻¹: 2.84
ΔE to the lowest compared entry with this formula, charge and spin, kcal/mol: 0.00
Total charge: +1
HOMO energy, eV: -9.6

Formula: C24H27BrCrN5O3S
Source: the OMol25 dataset
Level of theory: ωB97M-V/def2-TZVPD

Each line ends with the natural charge from an NBO analysis.
Element x y z (Å)
Cr  0.148  -0.754  -1.060  1.20
N  0.049  -2.667  -2.305  -0.86
C  -0.006  -2.594  -3.775  -0.21
C  1.352  -2.296  -4.406  -0.42
C  1.990  -0.971  -3.953  -0.21
N  0.983  0.004  -3.538  -0.86
H  0.813  -3.299  -2.062  0.38
H  -0.805  -3.117  -1.974  0.39
H  -0.714  -1.811  -4.046  0.20
H  -0.366  -3.543  -4.191  0.20
H  1.203  -2.287  -5.488  0.23
H  2.048  -3.106  -4.181  0.22
H  2.624  -0.591  -4.768  0.20
H  2.634  -1.144  -3.089  0.18
H  0.386  0.229  -4.329  0.37
H  1.437  0.868  -3.261  0.38
C  -1.758  1.660  6.492  -0.63
C  -1.104  1.648  5.146  0.02
C  0.182  2.161  4.993  -0.21
C  0.807  2.142  3.760  -0.18
C  0.148  1.610  2.667  -0.26
C  -1.125  1.094  2.794  -0.21
C  -1.750  1.123  4.032  -0.20
S  1.129  1.379  1.191  2.30
O  1.909  0.190  1.457  -0.98
O  1.869  2.562  0.859  -0.93
N  0.123  0.943  -0.040  -1.00
C  -0.813  1.843  -0.448  0.13
C  -0.966  3.156  -0.013  -0.25
C  -2.034  3.925  -0.475  -0.16
C  -2.974  3.418  -1.341  -0.22
C  -2.863  2.093  -1.801  -0.08
C  -3.794  1.476  -2.663  -0.09
C  -3.619  0.151  -2.979  -0.27
C  -2.505  -0.539  -2.497  0.07
N  -1.563  0.022  -1.747  -0.53
C  -1.757  1.315  -1.375  0.19
H  -1.780  2.671  6.893  0.23
H  -1.195  1.042  7.189  0.23
H  -2.777  1.285  6.443  0.22
H  0.703  2.560  5.850  0.22
H  1.804  2.531  3.624  0.24
H  -1.630  0.678  1.934  0.22
H  -2.742  0.713  4.139  0.22
H  -0.245  3.580  0.667  0.25
H  -2.122  4.943  -0.124  0.23
H  -3.809  4.018  -1.667  0.22
H  -4.635  2.044  -3.031  0.23
H  -4.325  -0.372  -3.602  0.24
H  -2.399  -1.593  -2.719  0.19
O  4.263  -3.628  2.493  -0.62
C  3.443  -2.991  1.658  0.41
C  3.872  -2.155  0.621  -0.31
C  2.943  -1.560  -0.202  0.11
N  1.619  -1.734  -0.086  -0.59
C  1.237  -2.508  0.936  0.19
Br  -0.644  -2.670  1.117  0.14
C  2.062  -3.166  1.808  -0.32
H  5.188  -3.377  2.360  0.50
H  4.924  -1.952  0.481  0.24
H  3.253  -0.869  -0.976  0.21
H  1.674  -3.781  2.604  0.26

Largest force on an atom, eV Å⁻¹: 1.94
2S+1: 5
ΔE to the lowest compared entry with this formula, charge and spin, kcal/mol: 22.74
Total charge: +1
HOMO energy (spin up / spin down), eV: -10.1 / -10.4

Formula: C33H49Cl30IN2O
Source: the OMol25 dataset
Level of theory: ωB97M-V/def2-TZVPD

Each line ends with the Mulliken charge.
Element x y z (Å)
C  -2.319  9.747  3.677  -0.14
C  -2.362  9.149  2.607  -0.48
C  -2.635  8.389  1.250  -0.37
C  -3.387  7.019  1.667  -1.14
C  -3.294  5.912  0.537  0.10
C  -1.982  5.010  0.625  0.12
C  -0.730  5.508  1.320  -0.51
N  0.473  4.840  1.440  -0.19
C  0.367  3.599  0.792  -0.17
C  1.623  2.705  0.799  -0.90
C  1.684  1.370  0.152  0.88
C  2.949  0.436  0.094  -0.28
C  3.993  0.816  -1.047  -0.33
C  3.562  0.302  -2.497  -0.71
C  0.410  0.837  -0.531  -0.53
C  -0.828  1.658  -0.527  0.14
C  -2.169  1.134  -1.180  -1.00
C  -2.214  1.274  -2.755  0.31
O  -1.814  2.267  -3.309  -0.46
I  -3.096  -0.434  -3.832  -0.01
C  -0.852  3.049  0.119  0.30
N  -2.059  3.764  0.039  -0.24
H  -2.613  10.189  4.668  0.35
H  -3.370  8.964  0.616  0.42
H  -1.663  8.182  0.708  0.32
H  -3.068  6.628  2.675  0.45
H  -4.489  7.309  1.744  0.42
H  -3.308  6.360  -0.523  0.02
H  -4.158  5.166  0.562  0.30
H  -0.784  6.538  1.797  0.28
H  2.581  3.081  1.335  0.65
H  3.410  0.413  1.125  0.05
H  2.568  -0.612  -0.129  -0.06
H  4.965  0.283  -0.771  0.25
H  4.242  1.916  -1.101  0.36
H  2.488  -0.059  -2.524  0.17
H  4.273  -0.537  -2.789  0.10
H  3.705  1.154  -3.241  0.27
H  0.362  -0.171  -1.045  0.34
H  -2.267  0.036  -0.887  0.50
H  -3.084  1.639  -0.719  0.28
C  3.807  -3.394  0.314  -0.39
Cl  4.984  -2.840  -0.882  -0.08
Cl  2.312  -3.935  -0.461  -0.14
H  4.235  -4.223  0.873  0.36
H  3.577  -2.573  0.989  0.21
C  -0.516  -6.262  -1.787  1.11
Cl  -2.082  -5.591  -2.258  -0.17
Cl  -0.691  -7.433  -0.473  -0.17
H  -0.071  -6.762  -2.648  -0.40
H  0.131  -5.453  -1.456  -0.31
C  -4.881  3.913  -3.899  0.48
Cl  -5.252  4.232  -5.598  -0.17
Cl  -6.235  3.117  -3.084  -0.18
H  -4.007  3.268  -3.844  -0.25
H  -4.675  4.856  -3.399  0.12
C  -3.053  -5.742  1.930  -0.10
Cl  -3.523  -5.748  3.636  -0.18
Cl  -2.085  -4.315  1.539  -0.13
H  -2.467  -6.634  1.721  0.22
H  -3.950  -5.738  1.317  0.19
C  7.012  -4.452  -3.809  -0.32
Cl  6.933  -2.689  -3.875  -0.15
Cl  5.522  -5.180  -4.421  -0.15
H  7.848  -4.792  -4.416  0.36
H  7.157  -4.760  -2.776  0.25
C  4.126  1.899  3.847  -0.37
Cl  5.226  1.419  2.549  -0.14
Cl  2.691  2.725  3.209  0.02
H  3.810  1.012  4.389  0.24
H  4.651  2.575  4.519  0.37
C  1.579  2.156  6.782  -0.20
Cl  2.633  3.575  6.752  -0.14
Cl  2.517  0.657  6.771  -0.16
H  0.974  2.186  7.686  0.36
H  0.935  2.176  5.905  0.14
C  -6.965  -0.423  -5.064  0.40
Cl  -7.340  -0.107  -6.762  -0.16
Cl  -8.316  -1.218  -4.247  -0.16
H  -6.091  -1.069  -5.010  0.01
H  -6.757  0.522  -4.566  -0.11
C  4.887  -8.723  -4.027  0.11
Cl  6.640  -8.802  -3.822  -0.17
Cl  4.045  -9.516  -2.692  -0.15
H  4.584  -7.679  -4.062  -0.07
H  4.617  -9.217  -4.958  0.29
C  -6.756  -7.341  2.378  0.02
Cl  -5.651  -7.839  1.088  -0.16
Cl  -8.141  -6.454  1.727  -0.17
H  -7.115  -8.224  2.893  0.18
H  -6.221  -6.699  3.073  0.11
C  -1.686  5.841  -4.400  -0.29
Cl  -2.156  5.827  -2.695  -0.03
Cl  -0.752  7.288  -4.796  -0.18
H  -1.079  4.961  -4.605  0.27
H  -2.584  5.821  -5.014  0.21
C  -6.985  -8.317  6.174  -0.25
Cl  -5.884  -8.813  4.883  -0.14
Cl  -8.372  -7.431  5.527  -0.13
H  -7.343  -9.203  6.692  0.29
H  -6.448  -7.674  6.868  0.26
C  0.305  -9.324  -3.863  -0.21
Cl  1.403  -7.935  -3.843  -0.19
Cl  1.200  -10.847  -3.869  -0.14
H  -0.326  -9.287  -2.977  0.18
H  -0.311  -9.272  -4.758  0.33
C  3.867  6.025  4.292  0.06
Cl  5.540  5.471  4.121  -0.17
Cl  3.086  6.197  2.720  -0.11
H  3.315  5.297  4.882  -0.21
H  3.863  6.988  4.796  0.42
C  8.180  5.026  1.468  0.31
Cl  9.241  6.439  1.443  -0.16
Cl  9.114  3.525  1.460  -0.16
H  7.571  5.058  2.369  -0.24
H  7.540  5.049  0.589  0.26

Largest force on an atom, eV Å⁻¹: 4.87
Total charge: 0
HOMO energy, eV: -8.5

Formula: C16H52O10
Source: the OMol25 dataset
Level of theory: ωB97M-V/def2-TZVPD

Each line ends with the Mulliken charge.
Element x y z (Å)
C  4.461  -0.724  -0.584  -0.78
O  3.481  -0.631  -1.624  -0.57
H  4.812  0.225  -0.179  0.24
H  4.180  -1.250  0.329  0.17
H  5.387  -1.103  -1.016  0.37
H  2.608  -0.404  -1.294  0.28
C  -2.079  1.538  2.852  -0.20
O  -2.665  2.806  3.092  -0.49
H  -2.835  0.789  2.613  0.22
H  -1.279  1.512  2.112  -0.17
H  -1.674  1.233  3.817  0.30
H  -3.482  2.756  3.593  0.29
C  -4.188  -0.199  -0.602  -0.26
O  -4.787  0.722  0.296  -0.51
H  -4.545  -1.216  -0.444  0.24
H  -4.298  0.057  -1.656  0.30
H  -3.136  -0.150  -0.321  -0.07
H  -4.489  1.589  0.011  0.30
C  0.012  -0.269  -0.227  0.17
O  1.343  -0.039  0.169  0.09
H  -0.218  -1.335  -0.249  -0.19
H  -0.628  0.263  0.477  -0.14
H  -0.030  0.256  -1.180  0.00
H  1.410  -0.090  1.126  -0.34
C  -0.972  -1.818  3.544  -0.37
O  -1.099  -3.241  3.457  -0.34
H  -0.822  -1.390  2.553  -0.44
H  -1.929  -1.462  3.925  0.38
H  -0.228  -1.481  4.267  0.21
H  -0.251  -3.580  3.161  0.00
C  2.266  -3.677  1.289  -0.85
O  1.480  -4.081  2.381  0.77
H  3.270  -3.458  1.655  0.31
H  2.352  -4.395  0.473  0.44
H  1.771  -2.821  0.832  -0.16
H  1.928  -4.870  2.696  -0.10
C  2.579  0.932  3.226  -1.39
O  2.051  -0.343  2.874  1.58
H  3.660  0.908  3.093  0.40
H  2.175  1.613  2.477  -0.38
H  2.300  1.203  4.244  0.63
H  1.960  -0.817  3.704  -0.65
C  -0.722  -5.851  0.681  -1.13
C  -1.826  -5.178  -0.124  0.39
C  -1.632  -3.712  -0.323  -0.80
O  -1.817  -5.859  -1.359  -0.59
H  -0.943  -6.915  0.766  0.42
H  -0.600  -5.461  1.692  0.18
H  0.253  -5.819  0.194  0.23
H  -2.847  -5.381  0.199  0.31
H  -0.595  -3.559  -0.623  0.12
H  -1.920  -3.177  0.582  0.15
H  -2.270  -3.308  -1.109  0.35
H  -2.550  -5.508  -1.869  0.32
C  -1.824  3.875  -5.590  -1.39
C  -0.780  3.451  -4.458  0.60
C  -0.949  2.116  -3.752  -0.83
O  0.444  3.475  -5.091  -0.56
H  -2.815  3.572  -5.252  0.35
H  -1.691  3.301  -6.507  0.35
H  -1.739  4.942  -5.795  0.34
H  -0.834  4.237  -3.705  0.12
H  -0.067  1.862  -3.164  0.04
H  -1.115  1.317  -4.475  0.38
H  -1.790  2.176  -3.062  0.26
H  1.097  3.440  -4.389  0.32
C  2.578  4.805  -0.954  -1.58
C  1.911  3.638  -0.211  0.90
C  0.545  4.108  0.240  -1.07
O  1.591  2.635  -1.157  -0.49
H  3.615  4.638  -1.245  0.38
H  2.574  5.669  -0.289  0.42
H  2.088  5.052  -1.895  0.24
H  2.521  3.251  0.606  0.25
H  0.705  5.068  0.730  0.45
H  0.041  3.433  0.932  0.05
H  -0.170  4.258  -0.570  0.16
H  1.681  1.848  -0.616  0.06

Largest force on an atom, eV Å⁻¹: 2.50
2S+1: 2
ΔE to the lowest compared entry with this formula, charge and spin, kcal/mol: 0.00
Total charge: -1
HOMO energy (spin up / spin down), eV: 0.4 / -7.4

Formula: C4H9NO2S
Source: the OMol25 dataset
Level of theory: ωB97M-V/def2-TZVPD

Each line ends with the natural charge from an NBO analysis.
Element x y z (Å)
C  -0.364  2.219  0.711  -0.30
O  -0.625  1.250  -0.365  -0.55
C  -0.425  -0.082  0.032  -0.07
C  -1.491  -1.059  -0.585  -0.24
N  -2.893  -0.453  -0.039  -0.88
C  0.920  -0.600  0.177  0.24
O  0.899  -1.739  0.935  -0.67
S  2.213  0.203  -0.533  -0.10
H  -1.388  2.064  1.407  0.20
H  0.643  1.868  1.469  0.20
H  -0.217  3.341  0.112  0.23
H  -0.953  -0.365  1.065  0.24
H  -1.143  -2.125  -0.321  0.23
H  -1.276  -1.028  -1.721  0.19
H  -2.874  0.478  -0.639  0.39
H  -3.738  -1.139  -0.200  0.39
H  1.743  -2.134  1.059  0.50

Largest force on an atom, eV Å⁻¹: 5.19
SMILES string: CO[C@@H](CN)C(O)=S
ΔE to the lowest compared entry with this formula, charge and spin, kcal/mol: 113.07
Total charge: 0
HOMO energy, eV: -8.9